1.
C11H26CsN8O2S as an isolated structure. Source: the OMol25 dataset; level of theory: ωB97M-V/def2-TZVPD.

Properties
orbital gap	8.6	eV

```
! wB97M-V def2-TZVPD RIJCOSX def2/J DEFGRID3
* xyz 1 1
Cs 0.44 0.80 1.00
C -1.23 -0.96 5.66
O 0.16 -0.61 5.64
C 0.63 -0.18 4.47
O -0.02 -0.11 3.44
N 1.94 0.16 4.58
N 2.65 0.65 3.49
H -1.85 -0.10 5.41
H -1.44 -1.28 6.68
H -1.44 -1.77 4.96
H 2.38 0.05 5.48
H 3.44 0.04 3.29
H 3.00 1.58 3.69
C 1.01 -2.65 -0.94
N 1.19 -1.25 -1.38
C 2.53 -1.15 -2.00
N 2.71 -2.08 -3.10
C 2.50 -3.45 -2.60
N 1.16 -3.61 -2.03
C 0.17 -3.30 -3.06
N 0.33 -1.93 -3.57
C 0.20 -1.01 -2.45
C 1.69 -1.80 -4.12
H 0.01 -2.78 -0.51
H 1.76 -2.89 -0.18
H 3.28 -1.37 -1.23
H 2.67 -0.14 -2.37
H 3.24 -3.67 -1.84
H 2.62 -4.15 -3.43
H -0.83 -3.40 -2.64
H 0.29 -4.00 -3.89
H -0.81 -1.12 -2.05
H 0.33 0.01 -2.84
H 1.83 -0.79 -4.49
H 1.80 -2.50 -4.94
C -3.78 2.70 -1.69
N -2.36 2.88 -1.41
C -1.87 3.56 -0.35
S -0.21 3.82 -0.23
N -2.76 3.94 0.58
C -2.43 4.70 1.77
H -3.88 2.22 -2.66
H -4.32 3.65 -1.73
H -4.24 2.07 -0.93
H -1.72 2.77 -2.17
H -3.73 3.76 0.43
H -1.47 5.20 1.64
H -2.38 4.06 2.65
H -3.20 5.45 1.94
*
```



2.
C21H35N2O5SSbSi3Ti as an isolated structure in a non-equilibrium geometry. Source: the OMol25 dataset; level of theory: ωB97M-V/def2-TZVPD.

Properties
orbital gap (alpha / beta)	5.2 / 5.2	eV

```
! wB97M-V def2-TZVPD RIJCOSX def2/J DEFGRID3
* xyz 0 1
Ti -0.55 0.93 0.71
O -3.42 1.87 3.31
C -2.22 1.75 2.71
O -2.00 0.71 1.96
C -1.17 2.67 2.86
C -1.05 3.87 3.59
C 0.18 4.53 3.58
C 1.26 4.02 2.85
C 1.06 2.84 2.11
N -0.11 2.19 2.14
C 1.99 2.13 1.21
O 3.17 2.42 1.06
O 1.39 1.10 0.62
H -3.99 1.17 2.96
H -1.89 4.28 4.12
H 0.30 5.44 4.14
H 2.22 4.51 2.85
O -0.36 0.08 -0.86
N -1.38 2.46 -0.24
C -0.96 3.73 -0.32
C -1.65 4.70 -1.00
C -2.83 4.34 -1.68
C -3.27 3.05 -1.61
C -2.55 2.10 -0.85
S -3.11 0.53 -0.62
H -0.05 3.98 0.22
H -1.29 5.72 -1.03
H -3.37 5.09 -2.23
H -4.16 2.72 -2.11
C 2.92 -3.10 1.11
Si 2.36 -1.25 1.00
C 1.45 -0.96 2.67
C 3.96 -0.42 0.35
Sb 0.53 -1.53 -0.84
Si 1.22 -1.47 -3.34
C 2.21 -3.08 -3.67
C 2.36 0.06 -3.62
C -0.37 -1.56 -4.40
Si -1.50 -2.98 0.03
C -2.27 -2.26 1.62
C -2.79 -3.12 -1.39
C -0.73 -4.68 0.48
H 3.73 -3.22 1.82
H 3.28 -3.45 0.15
H 2.12 -3.77 1.42
H 2.08 -0.41 3.37
H 1.18 -1.90 3.15
H 0.54 -0.36 2.52
H 4.84 -1.00 0.64
H 4.06 0.60 0.71
H 3.94 -0.37 -0.74
H 3.13 -3.13 -3.09
H 2.48 -3.13 -4.72
H 1.62 -3.96 -3.43
H 3.38 -0.16 -3.30
H 2.01 0.91 -3.03
H 2.40 0.37 -4.66
H -0.78 -2.57 -4.36
H -0.19 -1.32 -5.44
H -1.14 -0.88 -4.03
H -3.17 -1.70 1.37
H -1.60 -1.56 2.12
H -2.54 -3.03 2.34
H -3.06 -2.12 -1.72
H -3.70 -3.61 -1.04
H -2.41 -3.68 -2.24
H -0.10 -4.61 1.37
H -0.12 -5.09 -0.32
H -1.51 -5.40 0.70
*
```



The records above give, respectively, relative energy (zero: lowest compared OMol25 entry of this formula, charge and spin) values of 3.4; 51.7 kcal/mol.
The records above give, respectively, total energy values of -1441.430949; -3663.451950 hartree.